(1)
# C30H30I2N7S2Sc

A molecular structure, C30H30I2N7S2Sc (ωB97M-V/def2-TZVPD, the Open Molecules 2025 dataset).

```
72
Properties=species:S:1:pos:R:3:forces:R:3
Sc 1.140 1.664 -0.703 0.1146 -0.2185 -0.5681
N 2.111 -3.265 -1.413 0.0664 -0.1110 -0.1558
C 1.343 -2.071 -1.520 -0.3280 0.3531 0.2485
S 2.416 -0.619 -1.202 0.0137 0.2670 -0.2618
N 0.725 -1.952 -2.840 0.1800 -0.1766 -0.1659
N -0.620 -0.848 -1.212 -0.2197 0.1467 -0.0724
C -1.995 -0.559 -0.847 -0.2344 0.0914 0.1755
C -2.950 -1.678 -0.785 0.0519 -0.0045 0.0216
C -3.169 -2.558 -1.853 -0.0386 0.0281 0.0788
C -4.108 -3.575 -1.768 0.0227 -0.0362 -0.0152
C -4.851 -3.749 -0.611 0.0173 -0.0591 0.0063
C -4.623 -2.912 0.472 -0.0659 0.0360 0.0224
C -3.685 -1.897 0.386 0.0317 -0.0251 -0.0175
C -2.276 0.786 -0.642 0.4142 -0.1974 -0.1174
C -3.624 1.228 -0.445 -0.1290 0.1934 0.0648
C -3.909 2.551 -0.316 0.0912 -0.2682 -0.0077
C -2.863 3.492 -0.369 0.1203 0.1820 0.0281
C -1.593 3.025 -0.549 -0.0635 0.1711 -0.1193
N -1.255 1.722 -0.684 0.1783 -0.1555 0.1418
H 2.808 -3.191 -0.686 -0.0140 -0.0107 0.0141
H 1.542 -4.092 -1.271 -0.0055 0.0274 0.0730
H -2.634 -2.437 -2.784 0.0169 0.0428 -0.0369
H -4.272 -4.219 -2.623 0.0001 -0.0170 0.0167
H -5.595 -4.532 -0.552 0.0140 -0.0117 0.0105
H -5.175 -3.058 1.392 -0.0074 0.0256 0.0003
H -3.502 -1.254 1.239 -0.0063 0.0102 0.0009
H -4.405 0.483 -0.439 -0.0434 0.0266 -0.0012
H -4.933 2.880 -0.191 -0.0200 -0.0268 0.0008
H -3.046 4.553 -0.290 0.0483 0.0038 0.0099
H -0.781 3.742 -0.622 -0.0143 -0.0050 0.0334
C -0.281 -0.954 -2.717 0.1214 0.0257 -0.3299
C 0.069 -1.992 -0.585 0.6890 -0.2518 -0.2360
C 0.425 -1.962 0.869 -0.1241 0.0980 0.0778
C 0.463 -3.226 1.454 -0.1036 -0.0434 0.0094
C 0.992 -3.432 2.713 0.0873 0.0209 0.0582
C 1.572 -2.365 3.372 -0.0888 -0.0558 -0.0176
C 1.561 -1.088 2.826 -0.0824 0.1431 0.0412
C 2.437 -0.042 3.485 0.1129 -0.0694 -0.1976
C 3.785 0.015 2.755 -0.0924 0.1137 0.0864
C 0.899 -0.860 1.600 0.0183 -0.3484 0.1272
N 0.782 0.470 1.138 -0.0903 0.4705 0.1379
C 0.346 1.357 2.002 -0.1984 -0.2737 0.0976
C 0.544 2.728 1.812 0.0006 0.3065 0.1132
C 0.177 3.817 2.619 -0.0607 -0.2871 -0.0552
C 0.764 4.939 2.057 0.0925 0.0717 -0.1407
C 1.461 4.504 0.923 -0.0110 0.2215 0.1039
N 1.334 3.183 0.753 0.1533 -0.1868 0.2974
H -1.180 -1.157 -3.285 -0.0791 -0.0848 0.1024
H 0.390 -2.852 -3.165 -0.1074 0.0221 0.0959
H 0.097 0.020 -3.022 -0.0373 0.0469 0.1573
H -0.539 -2.878 -0.785 -0.0497 0.0488 -0.0184
H -0.098 -0.033 -0.886 -0.5146 -0.6005 0.0606
H 0.066 -4.072 0.905 -0.0514 0.0352 -0.0181
H 0.987 -4.418 3.158 -0.0028 -0.0121 -0.0230
H 2.054 -2.518 4.330 0.0279 0.0079 -0.0065
H 2.596 -0.326 4.526 -0.0429 0.0402 0.0200
H 2.003 0.954 3.484 0.0051 -0.0084 0.1233
H 4.290 -0.950 2.808 0.0163 -0.0031 -0.0341
H 4.429 0.774 3.201 0.0327 -0.0163 -0.0174
H 3.637 0.260 1.701 0.0228 -0.0284 -0.0127
H -0.155 1.025 2.912 0.0159 0.0271 0.0126
H -0.442 3.767 3.501 0.0226 -0.0184 0.0231
H 0.702 5.956 2.408 0.0184 0.0047 0.0065
H 2.034 5.102 0.232 -0.0803 -0.0243 -0.0716
I 4.134 2.265 -1.665 0.2222 -0.0684 -0.3731
C 4.671 1.424 -3.616 -0.1124 0.0231 0.1881
I 3.365 0.230 -4.774 -0.0131 0.1497 0.2803
H 5.541 0.814 -3.413 0.0011 0.0513 0.1124
H 4.927 2.289 -4.214 -0.0223 0.0607 0.0847
S 0.748 2.491 -3.119 0.0155 -0.4418 -0.2098
C 1.001 4.004 -2.485 0.0878 0.6757 -0.1427
N 1.190 5.077 -2.084 0.0096 -0.1243 0.0785
```
Positions in Å, forces in eV/Å.

**Strongest force on any atom**: 0.79 eV/A
**Molar mass**: 851.52 g mol⁻¹


(2)
# C3H2N2S2

A single C3H2N2S2 molecule in a non-equilibrium geometry (ωB97M-V/def2-TZVPD, the Open Molecules 2025 dataset).

```
9
Properties=species:S:1:pos:R:3:forces:R:3
H 1.381 -2.716 -0.222 1.2775 -0.8123 -0.2903
N 1.198 -1.987 0.446 -2.3031 1.2528 -1.8759
C 0.675 -1.070 -0.287 0.9319 2.2902 2.9725
N 0.906 -0.689 -1.662 -0.8348 -1.9253 1.1669
C 0.372 0.416 -1.860 -0.5158 0.4564 4.1737
S -0.354 1.480 -0.540 0.7207 -0.7832 -1.1661
C -0.105 0.176 0.495 -1.3949 -2.8073 1.4269
S -1.029 -0.023 1.870 1.6549 0.0657 -1.2605
H 0.382 1.008 -2.631 0.4637 2.2630 -5.1472
```
Positions in Å, forces in eV/Å.

**Strongest force on any atom**: 5.64 eV/A
**SMILES string**: [H]/N=C1\N=CSC1=S
**Molar mass**: 130.20 g mol⁻¹


| no. | lowest unoccupied orbital energy (hartree) | orbital gap (eV) | highest occupied orbital energy (Ha) |
| --- | --- | --- | --- |
| 1 | -0.0216 | 6.013 | -0.243 |
| 2 | -0.0525 | 7.427 | -0.325 |